Entry from OMol25: a single C5H7N3 molecule (wB97M-V/def2-TZVPD).

Geometry (Å):
C (1.362, -1.056, -0.130)
N (1.792, 0.129, -0.333)
N (1.212, 1.133, 0.331)
C (0.020, 1.548, 0.204)
C (-0.973, 0.687, -0.504)
C (-2.093, -0.111, 0.169)
N (-0.934, -0.733, -0.388)
C (0.041, -1.364, 0.450)
H (2.095, -1.706, -0.554)
H (-0.254, 2.453, 0.819)
H (-1.188, 1.043, -1.493)
H (-3.043, -0.251, -0.422)
H (-2.241, 0.039, 1.265)
H (-0.089, -2.479, 0.472)
H (0.089, -1.029, 1.504)

The energy relative to the best compared isomer or geometry (same formula, charge and spin) is 100.9 kcal per mole. For the strongest force on any atom, the calculation gives 2.4 eV Å⁻¹. Its SMILES is C1=NN=C[C@@H]2CN2C1. The value obtained for the orbital gap is 0.36459 Eh. The calculation puts the energy at -9765.012 eV. The highest occupied orbital energy comes out at -8.993 eV. The multiplicity is 1.